Entry 1:
# C27H43NO18

7 unconnected molecules or ions with the total composition C27H43NO18 in a non-equilibrium geometry (ωB97M-V/def2-TZVPD, OMol25).

Last column: Löwdin charge in e.
Cartesian coordinates (Å):
1 C 2.22 -0.56 -6.31  -0.021
2 C 1.30 0.61 -6.87  -0.235
3 C -0.21 0.15 -7.00  -0.097
4 O -0.82 0.65 -5.84  0.059
5 C 0.01 1.50 -5.24  -0.594
6 O -0.25 2.10 -4.23  0.135
7 O 1.12 1.65 -5.92  0.078
8 H 2.28 -1.32 -7.10  0.086
9 H 1.80 -1.11 -5.43  0.076
10 H 3.14 -0.27 -5.89  0.052
11 H 1.73 1.01 -7.79  0.144
12 H -0.25 -0.99 -6.95  0.138
13 H -0.75 0.51 -7.93  0.148
14 C 3.08 -1.61 3.50  -0.007
15 C 4.03 -0.44 3.35  -0.285
16 C 4.02 0.27 1.94  -0.059
17 O 3.20 1.40 2.10  0.076
18 C 2.93 1.56 3.39  -0.480
19 O 2.22 2.48 3.84  0.092
20 O 3.51 0.58 4.16  0.052
21 H 3.56 -2.39 2.95  0.073
22 H 2.16 -1.40 2.96  0.084
23 H 2.81 -2.05 4.45  0.092
24 H 5.00 -0.65 3.76  0.146
25 H 3.58 -0.36 1.14  0.112
26 H 5.01 0.63 1.65  0.139
27 C 0.49 0.08 6.26  -0.002
28 C -0.43 1.26 5.86  -0.306
29 C -0.66 1.43 4.34  -0.098
30 O -2.07 1.41 4.23  0.044
31 C -2.69 1.11 5.39  -0.462
32 O -3.92 0.96 5.58  0.099
33 O -1.73 1.08 6.37  0.068
34 H 1.43 0.21 5.76  0.053
35 H 0.01 -0.88 5.96  0.112
36 H 0.65 0.15 7.32  0.071
37 H 0.00 2.24 6.30  0.178
38 H -0.34 0.51 3.85  0.125
39 H -0.23 2.28 3.87  0.106
40 C -4.24 0.27 0.77  0.001
41 C -3.80 -0.52 1.95  -0.300
42 C -4.97 -0.94 2.83  -0.098
43 O -4.58 -2.21 3.26  0.065
44 C -3.63 -2.74 2.46  -0.524
45 O -3.24 -3.92 2.52  0.103
46 O -3.29 -1.81 1.59  0.084
47 H -3.50 0.21 -0.07  0.091
48 H -4.34 1.30 0.99  0.085
49 H -5.16 -0.10 0.43  0.068
50 H -3.06 0.06 2.49  0.131
51 H -5.95 -1.13 2.32  0.156
52 H -5.06 -0.22 3.65  0.122
53 C 0.48 2.70 0.53  0.003
54 C -0.76 1.80 0.38  -0.213
55 C -0.81 1.05 -0.98  -0.110
56 O -0.56 -0.23 -0.59  0.031
57 C -0.53 -0.40 0.74  -0.601
58 O -0.50 -1.49 1.28  0.137
59 O -0.68 0.73 1.32  0.103
60 H 0.43 3.54 -0.14  0.090
61 H 1.44 2.20 0.41  0.061
62 H 0.60 3.16 1.49  0.067
63 H -1.71 2.38 0.47  0.163
64 H -0.15 1.47 -1.70  0.107
65 H -1.78 1.01 -1.43  0.109
66 C 2.78 2.88 -2.87  -0.045
67 O 2.49 2.05 -1.77  -0.007
68 C 2.35 0.75 -1.97  -0.367
69 O 2.29 0.15 -3.30  -0.084
70 O 2.34 0.06 -0.84  -0.013
71 C 2.33 -1.36 -0.84  -0.026
72 H 3.87 3.06 -3.02  0.109
73 H 2.35 3.91 -2.65  0.120
74 H 2.29 2.65 -3.82  0.075
75 H 2.13 -1.86 0.09  0.101
76 H 3.21 -1.70 -1.32  0.098
77 H 1.51 -1.69 -1.43  0.065
78 C -1.13 -3.23 -1.37  -0.079
79 C -1.24 -3.12 -2.89  -0.225
80 C -1.30 -1.65 -3.39  -0.184
81 C -2.57 -0.96 -3.24  -0.242
82 N -3.54 -0.37 -3.16  0.164
83 H -1.96 -2.54 -1.01  0.096
84 H -0.25 -2.80 -1.03  0.016
85 H -1.37 -4.08 -0.85  0.053
86 H -2.13 -3.64 -3.30  0.115
87 H -0.33 -3.64 -3.31  0.118
88 H -1.22 -1.68 -4.51  0.118
89 H -0.44 -1.14 -2.96  0.097

Values from the calculation:
**Total energy**: -67039.1389 eV
**Relative energy (zero: lowest compared OMol25 entry of this formula, charge and spin)**: 14.2 kcal/mol
**Kohn-Sham gap**: 0.385 Eh

Entry 2:
# C3H8NP

2 unconnected molecules or ions with the total composition C3H8NP in a non-equilibrium geometry (ωB97M-V/def2-TZVPD, OMol25).

Last column: Löwdin charge in e.
Cartesian coordinates (Å):
1 C -0.41 0.23 0.08  -0.634
2 C 1.36 -1.62 -0.04  0.052
3 C 0.33 1.47 -0.25  -0.124
4 N -1.44 0.14 1.02  -0.240
5 P -1.91 -0.53 -0.54  0.840
6 H 1.50 -1.67 -1.10  -0.016
7 H 0.80 -2.41 0.42  -0.021
8 H 2.11 -1.15 0.56  -0.018
9 H -0.34 2.22 -0.69  0.071
10 H 1.12 1.27 -0.97  0.065
11 H 0.77 1.89 0.66  0.072
12 H -1.33 -0.49 1.81  0.061
13 H -2.57 0.65 -0.94  -0.109

Values from the calculation:
**Total energy**: -14015.1451 eV
**Relative energy (zero: lowest compared OMol25 entry of this formula, charge and spin)**: 83.6 kcal/mol
**Kohn-Sham gap (alpha / beta)**: 0.322 / 0.308 Eh

Entry 3:
# C43H57BDyF4N5OS4

A molecular structure, C43H57BDyF4N5OS4 in a non-equilibrium geometry (ωB97M-V/def2-TZVPD, OMol25).

Last column: Löwdin charge in e.
Cartesian coordinates (Å):
1 Dy 2.41 0.25 -0.30  1.373
2 C -5.68 -3.05 -0.19  -0.096
3 C -5.64 -1.72 -0.95  -0.199
4 C -4.41 -0.95 -0.61  -0.131
5 C -4.27 0.15 0.17  -0.120
6 C -5.34 0.88 0.92  -0.201
7 C -5.56 0.25 2.30  -0.090
8 C -2.82 0.46 0.20  -0.217
9 N -2.18 -0.40 -0.57  0.129
10 C -3.06 -1.29 -1.09  -0.228
11 C -2.64 -2.29 -1.94  0.029
12 C -1.23 -2.20 -2.36  -0.268
13 C -0.92 -1.00 -3.31  -0.144
14 C -1.32 -0.78 -4.73  -0.205
15 C -2.71 -1.34 -5.01  -0.106
16 C -0.29 -0.31 -2.33  -0.149
17 C -0.34 -1.50 -1.38  -0.246
18 C -0.24 -2.61 -0.42  -0.101
19 C 0.72 -2.55 0.69  -0.179
20 N 1.47 -1.43 0.76  -0.088
21 C 1.85 -1.26 2.06  -0.286
22 C 2.01 0.11 2.52  0.001
23 C 1.11 1.06 2.06  -0.342
24 N 0.13 0.76 1.13  0.087
25 C -0.89 1.62 1.36  -0.207
26 C -2.23 1.48 0.95  0.022
27 C -0.47 2.64 2.31  -0.141
28 C 0.78 2.32 2.73  -0.152
29 C 1.70 3.09 3.61  -0.209
30 C 1.52 2.82 5.10  -0.088
31 C -1.30 3.82 2.72  -0.208
32 C -2.22 3.50 3.90  -0.092
33 C 1.41 -2.36 2.82  -0.152
34 C 0.67 -3.17 1.95  -0.153
35 C -0.17 -4.36 2.32  -0.204
36 C -1.56 -3.91 2.80  -0.099
37 C 1.69 -2.56 4.28  -0.202
38 C 3.05 -3.23 4.49  -0.098
39 N 0.02 -2.83 -1.90  0.163
40 C 0.03 1.12 -2.09  -0.200
41 C 0.59 1.89 -3.29  -0.121
42 H -6.54 -3.65 -0.47  0.061
43 H -5.72 -2.87 0.89  0.062
44 H -4.78 -3.62 -0.40  0.064
45 H -6.53 -1.14 -0.70  0.097
46 H -5.66 -1.93 -2.02  0.105
47 H -6.28 0.86 0.35  0.099
48 H -5.05 1.93 1.04  0.100
49 H -5.89 -0.78 2.19  0.058
50 H -6.33 0.80 2.86  0.061
51 H -4.63 0.26 2.86  0.073
52 H -3.32 -3.00 -2.39  0.093
53 H -0.60 -1.26 -5.40  0.093
54 H -1.32 0.29 -4.94  0.096
55 H -2.71 -2.42 -4.90  0.068
56 H -3.04 -1.08 -6.02  0.061
57 H -3.42 -0.94 -4.29  0.069
58 H -1.18 -3.05 -0.11  0.128
59 H 2.59 0.32 3.42  0.120
60 H -2.91 2.20 1.39  0.075
61 H 1.54 4.16 3.41  0.097
62 H 2.73 2.86 3.31  0.099
63 H 0.52 3.09 5.43  0.051
64 H 2.24 3.42 5.67  0.063
65 H 1.68 1.77 5.33  0.062
66 H -1.89 4.15 1.87  0.104
67 H -0.62 4.64 2.99  0.093
68 H -2.88 2.67 3.66  0.057
69 H -2.83 4.37 4.16  0.062
70 H -1.64 3.22 4.78  0.054
71 H 0.31 -4.94 3.11  0.097
72 H -0.28 -5.00 1.44  0.103
73 H -1.47 -3.38 3.74  0.065
74 H -2.22 -4.77 2.93  0.056
75 H -2.00 -3.23 2.07  0.064
76 H 0.90 -3.17 4.74  0.094
77 H 1.69 -1.59 4.78  0.100
78 H 3.06 -4.21 4.02  0.069
79 H 3.28 -3.34 5.55  0.055
80 H 3.82 -2.63 4.02  0.070
81 H 0.74 1.22 -1.24  0.007
82 H -0.89 1.59 -1.74  0.126
83 H 1.62 1.57 -3.50  -0.007
84 H 0.63 2.95 -3.05  0.073
85 H -0.02 1.74 -4.18  0.057
86 S 3.56 2.20 -1.67  -0.072
87 F 6.37 -1.09 0.06  0.170
88 B 5.06 -1.21 0.40  -1.309
89 F 4.52 0.02 0.92  -0.001
90 F 4.87 -2.22 1.30  0.163
91 F 4.25 -1.45 -0.75  0.035
92 O 2.51 -0.60 -2.67  -0.635
93 S 2.06 -1.00 -4.01  0.988
94 C 3.53 -0.89 -5.16  -0.279
95 C 3.29 -1.99 -6.16  -0.262
96 C 2.93 -3.25 -5.36  -0.232
97 C 2.21 -2.84 -4.08  -0.276
98 H 4.43 -1.04 -4.56  0.105
99 H 3.55 0.11 -5.60  0.087
100 H 4.15 -2.17 -6.80  0.104
101 H 2.45 -1.72 -6.80  0.103
102 H 3.85 -3.79 -5.11  0.106
103 H 2.32 -3.92 -5.96  0.100
104 H 2.76 -3.09 -3.17  0.099
105 H 1.21 -3.25 -3.98  0.065
106 S 3.03 2.94 0.37  0.344
107 C 2.58 4.50 0.94  -1.043
108 N 3.56 5.53 0.99  -0.183
109 C 3.49 6.35 -0.21  -0.314
110 C 2.03 6.74 -0.35  -0.473
111 S 1.10 5.31 0.35  0.785
112 H 4.47 5.10 1.12  0.090
113 H 3.82 5.80 -1.11  0.106
114 H 4.13 7.23 -0.09  0.099
115 H 1.72 6.90 -1.38  0.050
116 H 1.79 7.61 0.25  0.048

Values from the calculation:
**Multiplicity**: 6
**Total energy**: -133987.4111 eV
**Relative energy (zero: lowest compared OMol25 entry of this formula, charge and spin)**: 278.2 kcal/mol
**Net charge**: -2
**Kohn-Sham gap (alpha / beta)**: 0.164 / 0.164 Eh

Entry 4:
# C5H8O2P

A gas-phase ion, C5H8O2P (charge -1) in a non-equilibrium geometry (ωB97M-V/def2-TZVPD, OMol25).

Last column: Löwdin charge in e.
Cartesian coordinates (Å):
1 C -0.47 0.43 -1.14  -0.222
2 C 0.35 0.06 0.01  -0.430
3 C -1.72 -0.21 -1.25  -0.310
4 C 0.04 -0.83 0.92  -0.068
5 C 1.80 0.62 0.28  -0.087
6 O -3.47 1.46 0.54  -0.446
7 O -4.10 -0.98 0.30  -0.460
8 P -3.00 0.06 0.32  0.559
9 H -0.50 1.38 -1.52  0.044
10 H -2.38 0.30 -2.10  0.117
11 H -1.84 -1.25 -1.33  0.034
12 H -0.95 -1.39 0.93  0.022
13 H 0.56 -0.83 1.91  0.057
14 H 2.07 1.45 -0.39  0.056
15 H 2.43 -0.27 0.14  0.063
16 H 1.77 0.98 1.34  0.070

Values from the calculation:
**Total energy**: -18698.5254 eV
**Relative energy (zero: lowest compared OMol25 entry of this formula, charge and spin)**: 36.7 kcal/mol
**Net charge**: -1
**Kohn-Sham gap (alpha / beta)**: 0.248 / 0.248 Eh

Entry 5:
# C3H10O2

2 unconnected molecules or ions with the total composition C3H10O2 in a non-equilibrium geometry (ωB97M-V/def2-TZVPD, OMol25).

Last column: Löwdin charge in e.
Cartesian coordinates (Å):
1 C -0.51 -0.84 -0.11  -0.274
2 O -0.68 0.03 1.01  -0.077
3 C 0.92 -1.02 -0.60  -0.242
4 C 1.02 -2.34 -1.37  -0.117
5 H -0.97 -1.79 0.19  0.112
6 H -1.18 -0.47 -0.89  0.118
7 H 0.14 0.43 1.29  0.059
8 H 1.20 -0.19 -1.24  0.108
9 H 1.60 -1.05 0.25  0.107
10 H 0.95 -3.23 -0.73  0.073
11 H 0.30 -2.42 -2.18  0.074
12 H 2.05 -2.40 -1.74  0.071
13 H -0.55 4.31 1.47  0.029
14 H -0.50 2.81 1.32  -0.010
15 O -0.77 3.59 0.89  -0.032

Values from the calculation:
**Total energy**: -7367.6520 eV
**Relative energy (zero: lowest compared OMol25 entry of this formula, charge and spin)**: 9.8 kcal/mol
**Kohn-Sham gap**: 0.405 Eh

Entry 6:
# C23H22BI2N3O3RuS

A molecular structure, C23H22BI2N3O3RuS in a non-equilibrium geometry (ωB97M-V/def2-TZVPD, OMol25).

Last column: Löwdin charge in e.
Cartesian coordinates (Å):
1 Ru -0.46 -0.09 0.39  1.055
2 I 4.40 -0.57 -1.73  1.054
3 C 2.69 -1.71 -2.00  -0.597
4 C 2.68 -2.85 -2.79  -0.188
5 C 1.53 -3.61 -2.95  -0.613
6 I 1.63 -5.32 -4.14  1.085
7 C 0.31 -3.20 -2.35  -0.191
8 C -0.92 -3.86 -2.45  0.037
9 C -2.06 -3.30 -1.90  0.016
10 C -1.97 -2.10 -1.22  -0.041
11 N -0.79 -1.48 -1.04  -0.051
12 C 0.33 -2.01 -1.58  -0.155
13 C 1.52 -1.28 -1.32  -0.418
14 O 1.50 -0.30 -0.49  -0.154
15 H 3.59 -3.15 -3.29  0.097
16 H -0.98 -4.81 -2.96  0.090
17 H -3.02 -3.78 -2.01  0.132
18 H -2.85 -1.61 -0.81  0.138
19 C -4.26 7.53 -1.38  -0.032
20 C -2.82 7.19 -1.84  -0.559
21 C -1.84 7.95 -0.95  -0.064
22 C -2.64 7.68 -3.29  -0.038
23 C -2.66 5.68 -1.76  -0.144
24 C -3.44 4.86 -2.59  0.000
25 C -3.40 3.48 -2.55  0.039
26 C -2.53 2.92 -1.63  -0.187
27 O -2.29 1.60 -1.35  0.160
28 B -1.34 1.60 -0.35  -0.592
29 O -0.99 2.88 0.01  0.133
30 C -1.75 3.71 -0.80  -0.169
31 C -1.79 5.09 -0.84  0.075
32 H -4.40 8.61 -1.44  0.092
33 H -4.42 7.21 -0.35  0.093
34 H -5.01 7.06 -2.01  0.082
35 H -2.01 9.02 -1.06  0.093
36 H -0.81 7.74 -1.23  0.091
37 H -1.98 7.71 0.11  0.086
38 H -2.77 8.76 -3.31  0.092
39 H -3.37 7.25 -3.97  0.078
40 H -1.64 7.44 -3.65  0.094
41 H -4.12 5.32 -3.29  0.118
42 H -4.02 2.87 -3.19  0.131
43 H -1.18 5.68 -0.17  0.119
44 C 2.77 -0.95 2.77  0.012
45 N 2.73 0.49 2.55  -0.090
46 C 3.81 1.33 2.47  0.001
47 C 3.35 2.57 2.23  -0.006
48 N 1.98 2.47 2.15  0.119
49 C 1.61 1.20 2.34  -0.657
50 S -0.03 0.65 2.46  0.770
51 H 3.81 -1.27 2.78  0.109
52 H 2.24 -1.46 1.97  0.080
53 H 2.31 -1.21 3.72  0.110
54 H 4.82 0.98 2.60  0.145
55 H 3.87 3.51 2.11  0.142
56 H 1.34 3.22 1.96  0.176

Values from the calculation:
**Total energy**: -65101.8852 eV
**Net charge**: +2
**Kohn-Sham gap (alpha / beta)**: 0.132 / 0.131 Eh